[1]
10 unconnected molecules or ions with the total composition C34H86N2O18 in a non-equilibrium geometry. Source: the OMol25 dataset; level of theory: ωB97M-V/def2-TZVPD.

For the total energy, the calculation gives -2810.52674 a.u. Its HOMO-LUMO gap is 7.53 eV. For the LUMO energy, the calculation gives -0.0097 Ha. The SMILES is CC1(C)CCCC(C)(C)N1O.CC1(C)CCCC(C)(C)N1O.OCCO.OCCO.OCCO.OCCO.OCCO.OCCO.OCCO.OCCO. Its charge is 0.

Element x y z (Å)
C (21.121, 14.310, 17.332)
C (19.531, 14.465, 17.460)
C (19.067, 13.208, 18.171)
C (19.274, 15.729, 18.309)
C (17.800, 16.253, 18.316)
C (17.350, 16.473, 16.852)
C (17.482, 15.261, 15.905)
C (16.264, 14.390, 16.211)
C (17.387, 15.790, 14.465)
N (18.798, 14.593, 16.138)
O (19.020, 13.491, 15.243)
H (21.557, 14.141, 18.317)
H (21.452, 13.550, 16.625)
H (21.586, 15.253, 17.042)
H (19.472, 12.304, 17.716)
H (19.306, 13.110, 19.230)
H (18.001, 12.985, 18.200)
H (19.600, 15.390, 19.293)
H (19.880, 16.587, 18.018)
H (17.185, 15.471, 18.760)
H (17.754, 17.123, 18.972)
H (17.916, 17.319, 16.464)
H (16.280, 16.654, 16.956)
H (16.228, 13.354, 15.874)
H (15.358, 14.878, 15.853)
H (16.144, 14.169, 17.272)
H (18.311, 16.347, 14.307)
H (16.638, 16.550, 14.240)
H (17.447, 15.011, 13.706)
H (18.807, 12.751, 15.816)
C (14.540, 13.878, 12.076)
C (14.978, 12.922, 10.950)
C (16.545, 12.636, 11.133)
C (14.241, 11.602, 11.019)
C (12.755, 11.743, 10.667)
C (12.605, 12.289, 9.230)
C (13.363, 13.628, 8.963)
C (13.627, 13.798, 7.420)
C (12.556, 14.893, 9.368)
N (14.734, 13.553, 9.619)
O (15.566, 14.593, 9.457)
H (15.085, 14.818, 11.994)
H (13.472, 14.100, 12.094)
H (14.836, 13.573, 13.080)
H (16.971, 12.019, 10.341)
H (17.081, 13.564, 11.333)
H (16.677, 12.018, 12.021)
H (14.739, 10.847, 10.411)
H (14.194, 11.323, 12.072)
H (12.302, 10.759, 10.785)
H (12.228, 12.328, 11.421)
H (11.541, 12.511, 9.309)
H (12.828, 11.467, 8.549)
H (12.744, 14.066, 6.839)
H (14.124, 12.940, 6.968)
H (14.326, 14.621, 7.270)
H (13.202, 15.761, 9.238)
H (12.274, 14.825, 10.419)
H (11.663, 14.966, 8.747)
H (16.419, 14.201, 9.255)
O (9.908, 8.489, 14.118)
C (10.389, 7.691, 12.988)
C (9.246, 6.890, 12.405)
O (8.567, 6.104, 13.386)
H (10.493, 9.226, 14.311)
H (10.960, 8.368, 12.351)
H (11.117, 6.909, 13.205)
H (9.559, 6.248, 11.582)
H (8.553, 7.647, 12.037)
H (8.470, 6.756, 14.084)
O (14.750, 10.860, 20.518)
C (15.216, 11.924, 19.714)
C (14.183, 13.069, 19.433)
O (13.078, 12.659, 18.687)
H (15.067, 9.982, 20.293)
H (16.086, 12.396, 20.171)
H (15.492, 11.554, 18.727)
H (14.578, 13.865, 18.801)
H (13.791, 13.543, 20.334)
H (13.516, 12.137, 18.011)
O (9.622, 9.372, 19.611)
C (10.064, 8.183, 18.984)
C (11.658, 8.335, 18.894)
O (12.046, 9.435, 18.090)
H (9.809, 10.143, 19.070)
H (9.752, 7.313, 19.560)
H (9.721, 8.103, 17.952)
H (12.063, 7.357, 18.633)
H (12.041, 8.614, 19.876)
H (12.865, 9.760, 18.471)
O (8.782, 14.825, 17.457)
C (9.355, 13.593, 17.032)
C (8.480, 12.359, 17.215)
O (8.245, 12.079, 18.523)
H (8.909, 14.817, 18.409)
H (9.492, 13.838, 15.979)
H (10.381, 13.397, 17.346)
H (8.996, 11.517, 16.753)
H (7.515, 12.573, 16.756)
H (9.098, 12.111, 18.963)
O (7.509, 12.085, 12.849)
C (8.876, 12.369, 13.036)
C (9.304, 13.516, 12.105)
O (8.926, 14.685, 12.755)
H (7.195, 11.453, 13.501)
H (8.870, 12.628, 14.094)
H (9.449, 11.445, 12.951)
H (8.837, 13.562, 11.121)
H (10.382, 13.473, 11.951)
H (7.973, 14.787, 12.701)
O (15.763, 9.780, 15.755)
C (15.142, 8.456, 15.483)
C (15.097, 8.147, 13.971)
O (14.296, 7.073, 13.663)
H (16.713, 9.724, 15.627)
H (15.695, 7.607, 15.887)
H (14.119, 8.381, 15.850)
H (16.051, 7.989, 13.468)
H (14.765, 8.971, 13.340)
H (13.902, 7.268, 12.810)
O (12.400, 18.131, 14.369)
C (12.682, 17.085, 15.233)
C (11.618, 15.880, 15.266)
O (11.572, 15.113, 14.048)
H (11.490, 18.313, 14.616)
H (13.683, 16.709, 15.020)
H (12.752, 17.435, 16.263)
H (10.678, 16.327, 15.589)
H (11.882, 15.187, 16.065)
H (10.773, 15.434, 13.623)
O (12.002, 10.129, 14.914)
C (11.926, 11.507, 15.263)
C (13.340, 12.123, 15.230)
O (14.109, 11.764, 16.331)
H (12.705, 9.781, 15.467)
H (11.378, 11.955, 14.433)
H (11.401, 11.625, 16.211)
H (13.172, 13.197, 15.302)
H (13.941, 11.798, 14.381)
H (14.716, 11.070, 16.066)

[2]
C27H30N2O4 in the gas phase. Source: the OMol25 dataset; level of theory: ωB97M-V/def2-TZVPD.

For the total energy, the calculation gives -1457.38398 a.u. Its HOMO-LUMO gap is 8.73 eV. For the LUMO energy, the calculation gives 0.0204 Ha. The SMILES is CCCCc1ccc(NC(=O)COc2ccc(C(=O)Nc3ccccc3OCC)cc2)cc1. Its charge is 0.

Element x y z (Å)
C (2.401, 1.571, 1.947)
C (1.032, 2.233, 1.844)
C (0.988, 3.265, 0.719)
C (-0.372, 3.970, 0.622)
C (-1.472, 2.992, 0.329)
C (-2.374, 2.600, 1.310)
C (-3.345, 1.649, 1.060)
C (-3.418, 1.054, -0.193)
N (-4.314, 0.021, -0.494)
C (-5.135, -0.664, 0.340)
O (-5.493, -0.314, 1.440)
C (-5.578, -2.003, -0.277)
O (-4.581, -2.559, -1.109)
C (-3.323, -2.699, -0.579)
C (-3.033, -2.676, 0.781)
C (-1.718, -2.753, 1.200)
C (-0.676, -2.823, 0.283)
C (0.725, -2.833, 0.800)
O (1.046, -3.424, 1.810)
N (1.569, -2.089, 0.030)
C (2.923, -1.813, 0.221)
C (3.708, -2.425, 1.185)
C (5.046, -2.089, 1.307)
C (5.605, -1.146, 0.468)
C (4.833, -0.525, -0.503)
C (3.494, -0.849, -0.635)
O (2.633, -0.298, -1.552)
C (3.086, 0.770, -2.359)
C (1.906, 1.239, -3.196)
C (-0.976, -2.892, -1.075)
C (-2.286, -2.841, -1.501)
C (-2.535, 1.454, -1.193)
C (-1.582, 2.417, -0.932)
H (2.407, 0.822, 2.734)
H (2.659, 1.077, 1.014)
H (3.170, 2.308, 2.168)
H (0.272, 1.470, 1.663)
H (0.793, 2.722, 2.791)
H (1.205, 2.767, -0.229)
H (1.764, 4.016, 0.887)
H (-0.576, 4.485, 1.562)
H (-0.324, 4.719, -0.173)
H (-2.314, 3.043, 2.293)
H (-4.034, 1.352, 1.833)
H (-4.181, -0.386, -1.412)
H (-6.445, -1.843, -0.925)
H (-5.872, -2.683, 0.531)
H (-3.814, -2.589, 1.518)
H (-1.483, -2.739, 2.253)
H (1.166, -1.569, -0.739)
H (3.258, -3.154, 1.838)
H (5.649, -2.570, 2.062)
H (6.648, -0.882, 0.560)
H (5.286, 0.211, -1.149)
H (3.904, 0.434, -3.010)
H (3.453, 1.589, -1.725)
H (2.198, 2.091, -3.803)
H (1.084, 1.526, -2.546)
H (1.567, 0.437, -3.847)
H (-0.187, -3.001, -1.805)
H (-2.534, -2.896, -2.550)
H (-2.594, 1.001, -2.173)
H (-0.909, 2.725, -1.720)

[3]
2 unconnected molecules or ions with the total composition C16H16F3NO2S in a non-equilibrium geometry. Source: the OMol25 dataset; level of theory: ωB97M-V/def2-TZVPD.

For the total energy, the calculation gives -1522.24054 a.u. Its HOMO-LUMO gap is 5.72 eV. For the LUMO energy, the calculation gives -0.0469 Ha. Its charge is 0.

Element x y z (Å)
C (-1.051, 3.285, -2.455)
N (-1.460, 2.307, -1.453)
C (-2.834, 1.820, -1.515)
C (-0.602, 1.846, -0.566)
C (-0.960, 0.875, 0.459)
C (-1.591, -0.350, 0.154)
C (-2.066, -1.193, 1.146)
C (-1.785, -0.892, 2.474)
C (-2.181, -1.872, 3.544)
F (-1.359, -1.836, 4.631)
F (-3.453, -1.603, 4.001)
F (-2.187, -3.161, 3.097)
C (-1.141, 0.291, 2.821)
C (-0.713, 1.147, 1.819)
H (-1.891, 3.465, -3.121)
H (-0.768, 4.229, -1.979)
H (-0.196, 2.909, -3.025)
H (-3.406, 2.502, -2.150)
H (-2.873, 0.814, -1.959)
H (-3.305, 1.797, -0.523)
H (0.346, 2.394, -0.440)
H (-1.724, -0.633, -0.886)
H (-2.617, -2.095, 0.898)
H (-0.950, 0.521, 3.866)
H (-0.227, 2.086, 2.077)
C (3.689, -2.927, 0.122)
C (3.620, -1.741, 0.860)
C (3.090, -0.571, 0.289)
C (2.636, -0.602, -1.032)
S (1.702, 0.856, -1.767)
O (2.644, 1.662, -2.557)
O (0.647, 0.143, -2.510)
C (2.761, -1.752, -1.795)
C (3.295, -2.919, -1.219)
H (4.081, -3.840, 0.572)
H (3.992, -1.737, 1.886)
H (3.011, 0.336, 0.891)
H (2.422, -1.743, -2.831)
H (3.404, -3.817, -1.826)

[4]
A molecular structure, C15H39AsCuN4O5PSTe2 in a non-equilibrium geometry. Source: the OMol25 dataset; level of theory: ωB97M-V/def2-TZVPD.

For the total energy, the calculation gives -6342.10450 a.u. Its HOMO-LUMO gap is 6.56 eV. For the LUMO energy, the calculation gives 0.0021 Ha. Its charge is 0.

Element x y z (Å)
Cu (-6.977, -4.700, 16.694)
N (-7.993, -4.605, 18.737)
C (-7.565, -3.334, 19.309)
C (-7.353, -3.333, 20.866)
C (-8.507, -2.687, 21.651)
C (-8.392, -1.146, 21.681)
N (-8.365, -0.545, 20.321)
C (-9.364, -0.714, 19.469)
N (-10.604, -1.102, 19.798)
N (-9.077, -0.454, 18.164)
C (-6.436, -2.610, 18.557)
O (-6.299, -1.335, 18.742)
O (-5.758, -3.319, 17.757)
H (-9.005, -4.558, 18.644)
H (-7.804, -5.342, 19.392)
H (-8.383, -2.718, 19.048)
H (-6.431, -2.863, 21.090)
H (-7.189, -4.366, 21.209)
H (-8.394, -2.988, 22.703)
H (-9.465, -3.126, 21.371)
H (-7.529, -0.809, 22.162)
H (-9.198, -0.698, 22.267)
H (-7.403, -0.503, 19.905)
H (-10.851, -1.564, 20.641)
H (-11.125, -1.529, 19.003)
H (-8.127, -0.247, 17.891)
H (-9.807, -0.626, 17.434)
C (-5.952, -8.285, 17.682)
Te (-5.874, -6.939, 15.891)
C (-3.994, -6.057, 16.402)
H (-5.126, -7.945, 18.300)
H (-5.800, -9.304, 17.382)
H (-6.931, -8.018, 18.172)
H (-3.583, -5.576, 15.520)
H (-3.350, -6.868, 16.728)
H (-4.184, -5.250, 17.119)
C (-13.577, -4.300, 15.917)
As (-11.635, -4.094, 16.095)
C (-11.150, -2.604, 14.953)
C (-10.795, -5.662, 15.342)
S (-11.256, -3.619, 18.058)
H (-13.873, -4.845, 15.051)
H (-14.004, -3.294, 15.908)
H (-13.999, -4.734, 16.872)
H (-11.730, -2.619, 13.991)
H (-10.026, -2.661, 14.863)
H (-11.438, -1.737, 15.486)
H (-11.028, -5.735, 14.263)
H (-11.229, -6.569, 15.782)
H (-9.720, -5.690, 15.485)
C (-10.217, -2.702, 11.370)
C (-9.149, -3.543, 12.011)
O (-8.372, -2.793, 12.914)
P (-7.294, -3.532, 13.894)
O (-7.992, -3.991, 15.147)
Te (-6.110, -5.177, 12.808)
O (-6.402, -2.254, 14.327)
C (-6.840, -1.415, 15.436)
C (-7.615, -0.293, 14.788)
H (-10.912, -3.270, 10.802)
H (-9.753, -1.866, 10.851)
H (-10.728, -2.150, 12.193)
H (-8.535, -3.990, 11.182)
H (-9.666, -4.384, 12.411)
H (-5.931, -1.069, 15.996)
H (-7.495, -1.972, 16.047)
H (-7.121, 0.151, 13.955)
H (-7.699, 0.585, 15.396)
H (-8.650, -0.540, 14.509)